Entry 1:
{
  "formula": "C19H23IN8OPSeV",
  "method": "wB97M-V/def2-TZVPD",
  "e_lumo_ha": [-0.106, -0.103],
  "mol_weight_g_mol": 667.2,
  "total_charge": 1,
  "spin_multiplicity": 2,
  "de_lowest_ev": 0.173,
  "fmax_ha_per_bohr": 0.0800,
  "homo_lumo_gap_ev": [6.2, 5.7],
  "total_energy_ev": -142463.4550,
  "homo_ev": [-9.05, -8.55],
  "symbols": ["V", "C", "N", "C", "C", "N", "C", "P", "C", "N", "C", "C", "N", "C", "C", "N", "C", "C", "N", "C", "H", "H", "H", "H", "H", "H", "H", "H", "H", "H", "H", "H", "H", "H", "H", "Se", "C", "C", "C", "N", "C", "C", "H", "H", "H", "H", "N", "C", "O", "C", "I", "H", "H", "H", "H"],
  "xyz": [[-0.261044, -0.605078, -0.567367], [-4.792546, 1.599711, 1.407387], [-3.930286, 0.845775, 0.542269], [-4.288179, 0.257689, -0.628846], [-3.173211, -0.363851, -1.119169], [-2.139215, -0.148242, -0.270851], [-2.611131, 0.583723, 0.732416], [-1.586010, 1.056000, 2.161922], [-0.814470, -0.589681, 2.281169], [-0.277969, -1.254358, 1.254268], [0.035064, -2.491924, 1.718601], [-0.308243, -2.578180, 3.040486], [-0.839511, -1.377929, 3.388091], [-1.289411, -0.985363, 4.694974], [-0.252178, 1.754725, 1.135264], [0.275094, 1.146689, 0.069419], [1.248226, 1.969581, -0.402153], [1.310308, 3.086891, 0.384420], [0.365285, 2.944874, 1.348391], [0.078663, 3.866372, 2.413737], [-5.776742, 1.672261, 0.949300], [-4.396802, 2.605334, 1.554184], [-4.888003, 1.110421, 2.378696], [-5.285017, 0.332061, -1.016268], [-3.055015, -0.943083, -2.017651], [0.497356, -3.232519, 1.086831], [-0.224374, -3.385248, 3.742515], [-1.068397, -1.781385, 5.402273], [-2.364037, -0.790326, 4.694649], [-0.766165, -0.082797, 5.013900], [1.851891, 1.704766, -1.253347], [1.943191, 3.950326, 0.330347], [0.763919, 4.709043, 2.352539], [0.205105, 3.378574, 3.382093], [-0.946650, 4.232552, 2.335772], [1.653179, -1.672195, -1.559593], [3.517377, -2.154752, -1.359776], [4.116450, -2.332968, -0.122490], [5.445924, -2.726714, -0.098420], [6.168246, -2.931775, -1.182471], [5.594148, -2.749487, -2.358244], [4.273941, -2.363374, -2.509356], [3.562422, -2.180550, 0.793083], [5.955375, -2.893968, 0.840792], [6.219877, -2.929834, -3.221514], [3.840513, -2.242756, -3.491570], [0.935369, 0.417506, -3.971428], [-0.355452, 0.237529, -3.688609], [-0.754106, -0.113841, -2.579290], [-1.333293, 0.568342, -4.782714], [-1.705479, 2.698132, -4.643628], [1.599976, 0.073185, -3.281141], [1.258030, 0.659389, -4.891115], [-2.288509, 0.071114, -4.635972], [-0.943485, 0.369612, -5.776805]],
  "forces_ev_per_a": [[1.8, -1.2, -3.5], [-0.4, 0.4, 0.5], [1.0, -0.3, -0.1], [-0.1, -0.3, -0.5], [-0.8, 0.1, -0.2], [-2.2, 0.5, 0.5], [-0.5, 0.0, 0.0], [0.4, -0.2, -0.4], [0.0, -0.2, 0.3], [-0.3, -0.3, 2.5], [0.2, -0.5, 0.4], [0.2, -0.3, -0.2], [0.1, 0.3, -0.7], [-0.3, 0.2, 0.6], [0.2, 0.3, 0.0], [0.3, 1.7, 1.3], [0.3, 0.5, 0.0], [0.3, -0.1, -0.4], [-0.2, -0.7, -0.2], [-0.2, 0.4, 0.5], [0.1, 0.0, 0.0], [-0.1, 0.0, 0.0], [0.0, 0.0, -0.1], [-0.2, 0.0, 0.0], [0.0, 0.1, 0.0], [0.0, 0.0, 0.0], [0.1, -0.1, 0.1], [0.0, 0.0, 0.0], [0.1, -0.1, 0.0], [0.0, -0.1, 0.0], [0.0, 0.0, 0.0], [0.1, 0.1, 0.0], [0.0, -0.1, 0.0], [0.0, 0.1, -0.1], [0.1, 0.0, 0.0], [0.6, -0.6, -0.6], [-0.5, 0.2, 0.2], [0.0, 0.0, -0.1], [-0.2, 0.1, 0.3], [0.7, -0.2, 0.0], [-0.2, 0.1, -0.2], [-0.1, 0.0, 0.2], [0.0, 0.0, 0.0], [0.0, 0.0, 0.2], [0.0, 0.0, -0.1], [0.0, 0.0, 0.0], [-0.1, -0.1, 0.2], [0.5, 0.4, -0.8], [-0.4, -0.2, 0.4], [-0.1, 0.3, 0.1], [0.0, -0.4, -0.1], [0.0, -0.1, 0.0], [-0.1, 0.0, -0.1], [0.1, 0.0, 0.1], [0.0, 0.1, 0.0]]
}



Entry 2:
{
  "formula": "C41H31I2N6O2PSV",
  "method": "wB97M-V/def2-TZVPD",
  "e_lumo_ha": [-0.031, -0.038],
  "mol_weight_g_mol": 1007.5,
  "total_charge": 0,
  "spin_multiplicity": 4,
  "de_lowest_ev": 5.885,
  "fmax_ha_per_bohr": 0.0712,
  "homo_lumo_gap_ev": [5.1, 4.9],
  "total_energy_ev": -118063.9782,
  "homo_ev": [-5.98, -5.97],
  "symbols": ["V", "I", "C", "C", "C", "I", "C", "C", "C", "C", "N", "C", "C", "O", "H", "H", "H", "H", "O", "N", "C", "C", "C", "C", "C", "C", "C", "P", "C", "C", "C", "C", "C", "C", "C", "C", "C", "C", "C", "C", "H", "H", "H", "H", "H", "H", "H", "H", "H", "H", "H", "H", "H", "H", "H", "H", "S", "C", "N", "N", "C", "C", "C", "C", "C", "C", "N", "N", "C", "C", "C", "C", "C", "C", "H", "H", "H", "H", "H", "H", "H", "H", "H", "H", "H"],
  "xyz": [[0.372775, 0.003916, -0.374182], [-1.993614, 3.978199, 2.560065], [-0.230155, 2.821855, 2.699140], [0.714548, 3.227834, 3.634421], [1.871590, 2.518199, 3.812257], [3.254165, 3.220802, 5.254072], [2.130310, 1.360159, 3.056821], [3.267542, 0.542143, 3.210563], [3.398740, -0.581899, 2.429967], [2.442567, -0.840337, 1.453484], [1.399134, -0.053440, 1.226438], [1.185628, 0.998152, 2.060340], [-0.034199, 1.726175, 1.862467], [-0.848046, 1.328353, 0.923411], [0.529155, 4.116246, 4.216085], [4.014407, 0.793473, 3.947911], [4.239002, -1.248323, 2.549256], [2.523598, -1.698475, 0.798648], [-1.067063, -0.500797, -3.778296], [-1.232441, -0.019220, -1.483635], [-1.826215, -0.666290, -0.335233], [-2.981518, -1.566166, -0.835077], [-3.214039, -2.909702, -0.235489], [-4.482069, -3.310664, 0.000136], [-5.582552, -2.413505, -0.060029], [-5.335309, -1.058191, -0.085224], [-4.060276, -0.591483, -0.384266], [-2.932683, 0.542465, 0.486741], [-3.180030, 0.249690, 2.250814], [-2.655588, -0.922044, 2.795668], [-2.973646, -1.283432, 4.089653], [-3.828185, -0.491582, 4.843899], [-4.358858, 0.665857, 4.299039], [-4.042871, 1.038795, 3.004322], [-3.328763, 2.185066, -0.185043], [-2.453143, 3.063521, -0.811837], [-2.951342, 4.216961, -1.395167], [-4.303130, 4.512164, -1.340796], [-5.170779, 3.650472, -0.687194], [-4.690662, 2.480006, -0.132943], [-0.123328, -0.314006, -3.896363], [-1.060380, -1.179012, 0.281490], [-2.368557, -3.572603, -0.106886], [-4.674342, -4.320017, 0.334070], [-6.580949, -2.790111, 0.094940], [-6.127604, -0.369760, 0.175741], [-2.005178, -1.561212, 2.212116], [-2.565549, -2.191041, 4.508014], [-4.080653, -0.782535, 5.852542], [-5.030133, 1.279234, 4.882196], [-4.450466, 1.949057, 2.590200], [-1.386436, 2.873928, -0.829536], [-2.269741, 4.891732, -1.888368], [-4.678373, 5.412600, -1.804428], [-6.221160, 3.889317, -0.614165], [-5.360838, 1.774341, 0.337411], [2.192549, 1.043734, -1.315156], [2.917118, -0.510371, -1.792484], [4.166620, -0.472541, -2.150178], [4.886237, -1.543045, -2.497243], [4.789042, -2.886885, -2.203901], [5.508329, -3.780526, -3.005466], [5.497266, -5.132096, -2.734831], [4.781134, -5.628442, -1.655385], [4.083933, -4.748633, -0.843864], [4.088123, -3.393791, -1.106728], [2.093614, -1.545619, -1.925812], [0.866532, -1.295023, -1.542801], [-0.164681, -2.008702, -2.124977], [-1.284692, -1.053383, -2.513777], [-2.673032, -1.697393, -2.395284], [-2.633665, -3.095276, -2.926885], [-1.508851, -3.822619, -2.945258], [-0.261900, -3.318023, -2.419803], [5.660360, -1.276695, -3.094722], [6.071491, -3.394645, -3.844106], [6.051010, -5.805622, -3.371520], [4.774737, -6.687265, -1.447271], [3.537854, -5.122849, 0.010082], [3.566003, -2.719271, -0.453017], [-1.787990, 0.785051, -1.790900], [-3.395787, -1.107180, -2.965582], [-3.560840, -3.510040, -3.286977], [-1.503275, -4.828571, -3.336316], [0.559845, -3.992704, -2.228330]],
  "forces_ev_per_a": [[-0.7, 2.3, -0.4], [0.5, -0.1, 0.1], [-0.9, -0.1, -0.7], [0.6, -0.1, 0.3], [0.1, 0.5, 0.6], [-0.3, -0.2, -0.3], [-0.1, -0.1, -0.3], [-0.1, -0.4, -0.4], [0.1, 0.4, 0.4], [-0.4, 0.0, -0.4], [1.7, -0.8, 3.1], [0.2, 0.4, 0.6], [0.2, 0.7, 0.8], [1.1, -0.2, -0.7], [0.0, 0.1, 0.1], [0.0, 0.0, 0.1], [0.0, 0.0, 0.0], [0.1, 0.1, 0.0], [0.0, 0.1, 0.0], [-1.5, 1.0, -1.1], [-1.1, 0.2, 0.3], [-0.1, -0.3, -0.2], [0.3, -0.1, 0.5], [0.5, 0.1, 0.0], [-0.5, 0.5, 0.0], [-0.4, -0.5, -0.1], [1.1, 0.8, 0.5], [-2.5, -1.9, -0.8], [0.2, 0.3, 0.0], [0.1, 0.2, -0.1], [0.0, 0.0, 0.1], [0.0, 0.0, 0.0], [-0.1, -0.1, 0.1], [0.2, -0.1, -0.1], [0.4, -0.1, 0.3], [0.1, -0.1, 0.1], [0.0, 0.0, -0.2], [0.1, 0.0, 0.1], [-0.1, 0.0, 0.1], [0.1, -0.1, 0.0], [-0.1, 0.0, 0.1], [-0.2, -0.2, 0.3], [0.1, -0.1, 0.1], [0.1, -0.2, 0.0], [-0.1, 0.0, 0.1], [-0.2, 0.1, 0.0], [-0.1, 0.0, 0.0], [0.0, -0.1, 0.0], [0.0, 0.0, 0.1], [0.0, 0.1, 0.0], [0.0, 0.0, 0.0], [-0.1, 0.0, 0.0], [0.1, 0.1, -0.1], [0.0, 0.1, 0.0], [-0.1, 0.0, 0.0], [-0.2, 0.0, 0.0], [0.6, 0.5, -0.4], [-1.8, 0.5, 0.6], [1.7, 0.0, -0.4], [-0.1, 0.8, -0.5], [-0.1, -1.0, 0.3], [-0.1, 0.3, 0.1], [0.0, -0.2, 0.1], [0.0, -0.1, -0.1], [0.1, 0.0, 0.0], [0.2, 0.2, 0.0], [1.7, -1.1, -0.9], [0.5, -0.5, -0.3], [-0.9, -1.3, -0.8], [-0.2, -0.9, -0.7], [0.5, 0.3, -0.2], [0.2, -0.1, 0.0], [-0.6, 0.0, -0.3], [0.3, 1.0, 0.5], [-0.1, -0.1, 0.3], [0.0, 0.0, -0.1], [0.1, -0.1, -0.1], [0.0, -0.1, 0.0], [0.0, 0.0, 0.1], [0.0, 0.0, 0.0], [0.2, -0.2, 0.0], [0.1, 0.1, 0.1], [-0.1, -0.1, 0.0], [-0.2, -0.1, 0.0], [0.1, 0.0, 0.0]]
}